1.
Computed, not measured: a single C21H31N3O5S molecule at a distorted geometry, with ωB97M-V with the def2-TZVPD basis set.

Each line ends with the Mulliken charge.
Positions of all 61 atoms, in Å:
C: 4.155 0.334 1.710  -0.783
H: 3.226 -0.020 1.270  0.072
H: 4.768 0.765 0.923  0.396
H: 4.689 -0.517 2.128  0.313
C: 3.889 1.394 2.779  -0.753
N: 2.975 0.997 3.824  0.174
S: 1.381 1.414 3.614  1.246
O: 0.704 1.132 4.848  -0.760
O: 1.351 2.753 3.101  -0.725
C: 0.734 0.319 2.359  -0.106
C: 0.692 0.733 1.048  -0.414
C: 0.249 -0.122 0.042  1.227
C: -0.246 -1.412 0.372  0.299
N: -0.860 -2.211 -0.527  0.144
C: -1.383 -1.784 -1.809  -0.163
C: -2.493 -2.783 -2.116  -0.760
H: -3.421 -2.491 -1.620  0.314
C: -1.945 -4.062 -1.492  -0.844
H: -1.175 -4.487 -2.136  0.342
C: -1.323 -3.548 -0.196  -0.935
H: -2.080 -3.507 0.599  0.435
H: -0.492 -4.173 0.140  0.428
H: -2.709 -4.814 -1.312  0.404
H: -2.678 -2.877 -3.183  0.409
H: -0.604 -1.823 -2.581  0.208
H: -1.743 -0.753 -1.748  -0.023
C: -0.126 -1.820 1.721  -1.016
C: 0.355 -0.974 2.690  -1.054
H: 0.415 -1.288 3.720  0.489
H: -0.429 -2.814 2.005  0.416
C: 0.478 0.320 -1.349  0.212
O: 0.948 -0.365 -2.224  -0.636
O: 0.160 1.620 -1.516  -0.288
C: 0.296 2.134 -2.833  -0.981
H: 1.274 1.871 -3.246  0.363
H: 0.201 3.218 -2.742  0.450
C: -0.765 1.582 -3.795  0.862
O: -0.465 1.154 -4.891  -0.690
N: -2.034 1.594 -3.349  0.085
C: -2.560 2.286 -2.183  -0.277
C: -4.049 1.943 -2.193  -0.646
H: -4.648 2.709 -1.706  0.392
C: -4.355 1.801 -3.682  -0.654
C: -3.105 1.105 -4.208  -0.487
H: -2.872 1.336 -5.249  0.380
H: -3.181 0.016 -4.108  0.112
H: -5.259 1.228 -3.876  0.370
H: -4.459 2.785 -4.139  0.290
H: -4.219 0.993 -1.685  0.221
H: -2.066 1.967 -1.264  -0.003
H: -2.411 3.367 -2.293  0.438
H: 1.030 1.727 0.803  0.659
C: 3.236 -0.204 4.583  -0.225
C: 4.521 -0.099 5.399  -1.481
H: 4.504 0.808 5.997  0.339
H: 4.601 -0.957 6.062  0.434
H: 5.395 -0.079 4.754  0.316
H: 2.385 -0.303 5.258  0.376
H: 3.275 -1.089 3.932  0.315
H: 3.438 2.279 2.330  0.374
H: 4.835 1.694 3.241  0.399

* relative energy (zero: lowest compared OMol25 entry of this formula, charge and spin): 37.3 kcal per mole
* orbital gap: 8.65 eV



2.
Computed, not measured: a molecular structure, C21H31N3OP2Sc at a distorted geometry, with ωB97M-V with the def2-TZVPD basis set.

Each line ends with the Mulliken charge.
Positions of all 59 atoms, in Å:
C: -1.629 2.732 -3.031  -0.542
C: -1.257 1.414 -2.795  0.292
C: 0.068 1.040 -3.191  0.009
C: 1.111 2.059 -3.158  1.012
C: 0.687 3.410 -2.973  -1.065
C: -0.658 3.745 -3.067  -0.441
C: 2.426 1.605 -3.034  -0.672
C: 2.700 0.246 -2.812  1.123
C: 1.590 -0.678 -2.901  -0.140
C: 1.766 -1.970 -2.315  0.322
C: 3.049 -2.471 -2.167  -0.371
C: 4.138 -1.590 -2.108  -0.469
C: 3.934 -0.229 -2.292  -1.070
H: -2.696 2.948 -3.119  0.407
H: 1.448 4.138 -2.697  0.360
H: -0.982 4.788 -3.108  0.408
H: 3.244 2.342 -3.028  0.408
H: 3.143 -3.556 -2.064  0.427
H: 5.109 -2.007 -1.861  0.444
H: 4.690 0.506 -1.998  0.370
N: 0.362 -0.270 -3.296  -0.517
Sc: 0.621 -0.198 1.700  -0.589
C: -2.116 0.482 -1.965  -1.254
H: -2.029 -0.548 -2.334  0.387
H: -3.169 0.797 -2.031  0.643
C: 0.603 -2.733 -1.692  -1.320
H: -0.367 -2.465 -2.135  0.385
H: 0.751 -3.823 -1.754  0.612
P: -1.564 0.593 -0.129  0.941
P: 0.544 -2.364 0.099  1.080
C: 1.810 -3.197 1.067  -1.330
H: 1.598 -3.079 2.146  0.419
H: 1.764 -4.272 0.843  0.386
H: 2.822 -2.825 0.846  0.362
C: -1.042 -3.018 0.628  -1.007
H: -0.998 -4.107 0.542  0.526
H: -1.278 -2.773 1.673  0.145
H: -1.839 -2.655 -0.032  0.166
C: -2.092 2.305 0.265  -1.325
H: -3.159 2.442 0.062  0.422
H: -1.900 2.451 1.335  0.381
H: -1.485 3.022 -0.297  0.363
C: -3.011 -0.298 0.576  -1.350
H: -2.904 -0.346 1.671  0.133
H: -3.925 0.260 0.316  0.549
H: -3.084 -1.313 0.158  0.390
H: -0.276 1.090 1.144  0.093
H: 0.908 -0.855 -0.078  0.327
C: 0.160 2.252 5.439  -0.795
N: -0.764 1.105 5.393  -0.211
C: -0.825 0.238 4.397  0.846
N: -1.714 -0.799 4.410  -0.309
O: -0.042 0.340 3.370  -0.746
H: 0.636 2.364 4.464  0.281
H: 0.921 2.078 6.207  0.306
H: -0.410 3.152 5.682  0.304
H: -1.376 0.933 6.194  0.214
H: -1.682 -1.459 3.634  0.059
H: -2.326 -0.979 5.202  0.219

* total charge: +1
* relative energy (zero: lowest compared OMol25 entry of this formula, charge and spin): 188.6 kcal per mole
* orbital gap: 4.87 eV



3.
Computed, not measured: a molecular structure, C21H31O4Sc at a distorted geometry, with ωB97M-V with the def2-TZVPD basis set.

Each line ends with the Mulliken charge.
Positions of all 57 atoms, in Å:
O: 0.362 -0.043 -4.919  -0.396
C: 0.163 1.261 -5.504  -0.400
C: -0.082 0.669 -6.888  -0.883
H: 1.052 1.889 -5.408  0.282
H: -0.686 1.782 -5.056  0.239
C: 0.137 -0.701 -6.214  1.606
H: 0.657 0.927 -7.643  0.300
H: -1.079 0.823 -7.292  0.302
C: 1.374 -1.447 -6.652  -1.632
H: 2.240 -0.787 -6.660  0.389
H: 1.244 -1.856 -7.654  0.384
H: 1.583 -2.272 -5.972  0.357
C: -1.081 -1.591 -6.151  -1.671
H: -1.951 -1.032 -5.813  0.377
H: -0.915 -2.414 -5.457  0.358
H: -1.303 -2.013 -7.132  0.399
Sc: -0.200 -0.367 3.095  0.417
C: -2.158 -0.858 4.340  -0.662
C: -1.860 0.505 4.514  -0.450
C: -2.037 1.143 3.264  -0.726
H: -1.526 0.979 5.420  0.631
C: -2.446 0.173 2.333  -0.299
C: -2.503 -1.070 2.985  -0.765
H: -2.758 -2.015 2.535  0.514
H: -2.118 -1.610 5.108  0.636
H: -1.841 2.180 3.062  0.466
H: -2.634 0.346 1.287  0.606
C: 0.906 -1.806 4.644  -0.394
C: 0.136 -2.603 3.765  -0.721
C: 0.665 -2.470 2.467  -0.471
H: -0.710 -3.211 4.035  0.646
C: 1.784 -1.605 2.554  -0.466
C: 1.933 -1.212 3.891  -0.630
H: 2.650 -0.502 4.259  0.564
H: 0.735 -1.669 5.698  0.459
H: 0.307 -2.972 1.584  0.624
H: 2.383 -1.255 1.732  0.451
O: 0.125 0.232 0.953  0.205
C: -0.246 -0.648 -0.131  -0.543
C: -0.558 0.256 -1.306  -0.546
H: -1.088 -1.255 0.195  0.264
H: 0.598 -1.308 -0.340  0.337
C: 0.367 1.439 -1.052  -0.702
H: -1.600 0.575 -1.274  0.252
H: -0.385 -0.237 -2.260  0.311
C: 0.298 1.586 0.451  -0.500
H: 0.055 2.346 -1.566  0.386
H: 1.383 1.203 -1.368  0.262
H: -0.561 2.179 0.766  0.217
H: 1.184 1.996 0.920  0.336
C: 1.699 3.220 4.927  -1.315
C: 1.091 1.875 4.721  0.736
O: 0.978 1.058 5.741  -0.601
O: 0.680 1.512 3.523  -0.420
H: 1.100 3.788 5.668  0.304
H: 1.725 3.785 3.971  0.262
H: 2.736 3.103 5.307  0.314

* relative energy (zero: lowest compared OMol25 entry of this formula, charge and spin): 0.0 kcal per mole
* orbital gap: 8.48 eV



4.
Computed, not measured: 2 unconnected molecules or ions with the total composition C21H32Cl2N6O4 at a distorted geometry, with ωB97M-V with the def2-TZVPD basis set.

Each line ends with the Mulliken charge.
Positions of all 65 atoms, in Å:
O: -2.587 0.345 0.614  -0.753
O: -1.619 4.910 -0.378  -0.706
Cl: 1.947 -5.269 -1.569  -0.213
Cl: 3.417 -5.275 3.765  -0.230
N: 2.982 -8.751 0.583  -0.558
N: 3.233 -7.448 0.221  -0.292
O: 0.072 0.681 0.671  -0.623
O: 5.372 0.324 1.262  -0.530
C: -2.989 1.432 1.017  0.798
C: -1.347 3.937 -1.074  -0.366
C: 2.271 -8.740 1.680  -0.132
C: 2.676 -6.651 1.098  -0.716
C: 2.416 -3.082 -0.065  -0.251
C: 2.994 -3.079 2.253  -0.486
C: 2.397 -4.475 -0.076  -0.135
C: 2.997 -4.474 2.266  -0.117
C: 2.692 -5.189 1.096  0.972
C: 2.709 -2.346 1.093  0.689
N: 2.060 -7.435 2.035  -0.131
N: -0.304 3.998 -1.907  -0.059
N: 2.706 -0.931 1.089  0.405
N: -2.842 2.560 0.328  -0.062
C: -3.650 1.543 2.369  -1.399
C: 0.218 2.932 -2.761  -0.541
C: -3.845 4.877 -3.105  -1.544
C: -5.681 3.333 -2.559  -1.644
C: 0.719 -0.215 -0.239  -0.016
C: 4.692 -0.177 2.422  -0.358
C: 2.247 -0.154 -0.091  -1.630
C: 3.163 -0.130 2.253  -1.118
C: -4.291 3.795 -2.117  0.874
C: -3.315 2.596 -2.082  -1.293
C: -2.217 2.667 -0.996  1.252
H: -0.898 0.491 0.689  0.174
H: 6.329 0.165 1.324  0.305
H: 1.915 -9.617 2.212  0.413
H: 2.186 -2.593 -1.001  0.456
H: 3.223 -2.580 3.185  0.423
H: 1.553 -7.101 2.847  0.203
H: 0.201 4.871 -1.885  0.310
H: -3.118 3.428 0.764  0.341
H: -2.991 2.088 3.042  0.329
H: -3.826 0.542 2.758  0.362
H: -4.597 2.070 2.272  0.391
H: 0.929 3.348 -3.477  0.365
H: 0.735 2.192 -2.148  0.016
H: -0.586 2.446 -3.314  0.214
H: -2.883 5.289 -2.808  0.317
H: -4.572 5.690 -3.110  0.440
H: -3.768 4.462 -4.110  0.367
H: -5.630 2.883 -3.551  0.351
H: -6.067 2.599 -1.851  0.405
H: -6.363 4.182 -2.583  0.427
H: 0.445 0.055 -1.263  0.362
H: 0.365 -1.235 -0.061  0.510
H: 4.974 0.418 3.296  0.400
H: 5.013 -1.207 2.604  0.338
H: 2.729 -0.535 -0.996  0.526
H: 2.554 0.894 -0.014  0.410
H: 2.672 -0.479 3.166  0.484
H: 2.861 0.916 2.136  0.355
H: -4.386 4.233 -1.124  0.189
H: -3.882 1.680 -1.901  0.499
H: -2.853 2.484 -3.062  0.333
H: -1.557 1.811 -1.135  -0.101

* orbital gap: 8.44 eV